[1]
131
Properties=species:S:1:pos:R:3:lowdin_charge:R:1 method="wB97M-V/def2-TZVPD" fmax_ev_per_a=1.61 total_charge=0 homo_lumo_gap_ev=8.13
C 1.96181 -0.11027 -1.42898 -0.10
O 0.89224 0.54569 -0.78586 -0.26
C 0.94168 0.39398 0.63058 -0.31
P -0.65163 1.01845 1.53618 0.90
C -1.73352 0.38206 0.16144 -0.24
C -1.64466 -1.11339 -0.13760 -0.22
C -2.38363 -1.46211 -1.45824 -0.17
C -1.44402 -1.94283 -2.57636 -0.18
N -2.04117 -2.93494 -3.48500 0.03
C -3.13813 -2.44450 -4.20500 -0.57
N -2.98412 -1.55381 -5.09604 0.13
N -4.37083 -3.05347 -3.84454 0.12
C -0.12068 2.79390 1.58110 -0.19
C 0.63575 3.36289 0.38917 -0.22
O 2.04194 3.27713 0.62638 -0.14
C 2.78718 3.62428 -0.49886 -0.11
C 4.20820 3.95308 -0.04117 -0.40
F 4.84266 4.71863 -0.96690 0.12
F 4.10750 4.71268 1.07340 0.12
C 5.10159 2.72405 0.33157 -0.35
F 5.72227 2.97274 1.49774 0.16
F 4.35111 1.62217 0.49833 0.15
C 6.23251 2.39836 -0.68810 -0.38
F 7.20478 3.31229 -0.61480 0.16
F 6.75240 1.21378 -0.29054 0.15
C 5.76094 2.20679 -2.15246 -0.28
F 6.84530 2.27847 -2.95398 0.10
F 5.25207 0.96117 -2.27088 0.10
C -0.17076 0.03192 3.02694 -0.22
C -1.10799 -1.15484 3.34193 -0.14
C -0.43539 -2.49578 3.29230 -0.18
F -0.57250 -3.23652 4.44379 0.04
C 0.38916 -3.03598 2.37072 -0.30
F 1.65279 -3.36749 2.63524 0.13
F 0.08838 -3.41039 1.14022 0.14
C -2.28068 1.56290 2.46663 -0.30
O -1.96547 2.18678 3.71765 -0.16
C -2.95433 3.04521 4.16700 -0.25
O -2.81738 4.31030 3.54260 -0.10
C -4.03086 4.91393 3.14169 -0.20
C -4.36333 4.62610 1.68553 -0.25
O -5.29048 5.61540 1.25147 -0.06
H 2.91434 0.40054 -1.26187 0.06
H 2.03886 -1.15330 -1.09836 0.09
H 1.76273 -0.11692 -2.50206 0.09
H 0.98794 -0.69181 0.82680 0.07
H 1.87069 0.80778 1.04432 0.10
H -2.77247 0.58952 0.42621 0.08
H -1.54458 0.95950 -0.74616 0.10
H -0.61744 -1.44420 -0.27307 0.07
H -2.11051 -1.71300 0.64462 0.10
H -3.15835 -2.20744 -1.25246 0.10
H -2.91964 -0.57097 -1.80263 0.11
H -0.58362 -2.42721 -2.11075 0.11
H -1.11779 -1.10313 -3.18857 0.11
H -2.39906 -3.70647 -2.92434 0.06
H -3.87206 -1.28514 -5.51112 0.03
H -5.11534 -2.73418 -4.45357 0.08
H -4.63244 -2.80300 -2.89661 0.08
H -0.98376 3.43435 1.75753 0.08
H 0.51885 2.93043 2.45571 0.08
H 0.39971 4.43558 0.32828 0.13
H 0.35198 2.92418 -0.57082 0.12
H 2.81896 2.78812 -1.21078 0.14
H 2.40922 4.53484 -0.97978 0.15
H 5.00609 2.92126 -2.47781 0.16
H 0.85140 -0.34254 2.95225 0.09
H -0.16016 0.70414 3.88532 0.09
H -1.43086 -1.07957 4.38232 0.13
H -2.03084 -1.15258 2.76116 0.08
H -2.98120 0.73773 2.65299 0.09
H -2.79760 2.28856 1.82416 0.08
H -2.85209 3.16243 5.24900 0.14
H -3.95197 2.63100 3.96221 0.14
H -3.90312 5.99448 3.23194 0.13
H -4.86551 4.64945 3.79804 0.13
H -3.44140 4.64007 1.09437 0.12
H -4.81138 3.63079 1.57100 0.12
H -5.21091 5.71715 0.29987 0.08
C -3.79855 -5.55695 6.39789 -0.01
C -4.31505 -4.78714 5.20545 -0.31
C -3.52419 -4.93162 3.92244 -0.09
O -3.82153 -3.69788 3.25401 0.06
C -4.08405 -2.77399 4.20886 -0.57
O -4.16549 -1.60504 4.00080 0.15
O -4.21473 -3.36137 5.41624 0.09
H -2.71949 -5.70433 6.34024 0.09
H -4.01328 -5.01520 7.31761 0.09
H -4.27235 -6.53619 6.45212 0.09
H -5.37073 -5.01310 5.03179 0.16
H -3.82241 -5.77666 3.30779 0.14
H -2.44798 -4.96815 4.10540 0.13
C -5.52856 -8.06275 -5.02850 -0.02
C -4.69588 -6.83253 -4.75379 -0.32
C -3.31431 -6.80778 -5.37135 -0.08
O -2.60695 -5.94391 -4.47456 0.06
C -3.19462 -6.04584 -3.26630 -0.58
O -2.74593 -5.59395 -2.25699 0.14
O -4.35733 -6.72589 -3.35365 0.09
H -4.90303 -8.94045 -5.19642 0.08
H -6.17978 -8.27395 -4.18179 0.09
H -6.14602 -7.91352 -5.91320 0.09
H -5.24786 -5.92724 -5.01838 0.15
H -3.28284 -6.41000 -6.38194 0.14
H -2.83746 -7.79070 -5.34672 0.14
C 7.65009 1.47643 -6.20644 -0.01
C 7.40952 0.00422 -6.44248 -0.32
C 8.57375 -0.91843 -6.15435 -0.10
O 8.29677 -2.02579 -7.01845 0.06
C 7.59030 -1.55150 -8.07641 -0.56
O 7.35882 -2.16515 -9.06517 0.17
O 7.19196 -0.27745 -7.83995 0.08
H 8.70124 1.73725 -6.33820 0.09
H 7.06985 2.07209 -6.90974 0.09
H 7.36026 1.75030 -5.19495 0.06
H 6.51763 -0.32792 -5.90347 0.16
H 8.63297 -1.24978 -5.12100 0.14
H 9.52757 -0.47840 -6.45587 0.14
C 2.38645 6.35300 3.09099 -0.01
C 1.97988 5.95904 4.49180 -0.31
C 1.69979 4.48924 4.71191 -0.08
O 0.78533 4.51925 5.81176 0.06
C 0.12142 5.70136 5.75657 -0.56
O -0.83184 5.97195 6.40996 0.17
O 0.70336 6.52564 4.85081 0.08
H 1.96766 5.67191 2.34796 0.07
H 2.03162 7.35794 2.86617 0.09
H 3.47051 6.33429 2.98820 0.08
H 2.71053 6.32286 5.22002 0.16
H 2.57857 3.90094 4.96381 0.14
H 1.18903 4.04357 3.85789 0.11

=====

[2]
40
Properties=species:S:1:pos:R:3:lowdin_charge:R:1 method="wB97M-V/def2-TZVPD" fmax_ev_per_a=0.50 total_charge=-1 homo_lumo_gap_ev=6.38
Ca -0.22994 0.38666 -0.25152 1.04
N 2.73876 -0.83594 3.20462 0.01
C 2.14854 -0.09576 2.18289 -0.95
S 0.55958 0.52002 2.52780 0.44
N 2.87357 0.07294 1.12487 -0.03
N 2.26454 0.79031 0.10841 -0.10
C 2.36296 2.05309 0.16305 -0.14
C 1.77475 2.86377 -0.92100 -0.26
C 2.19595 4.17659 -1.10312 -0.02
C 1.66771 4.90900 -2.15310 -0.07
C 0.72719 4.31015 -2.97542 -0.06
C 0.34548 3.00449 -2.70097 -0.13
N 0.85577 2.28962 -1.70725 0.05
H 2.05845 -1.27672 3.80110 0.05
H 3.45907 -1.45986 2.86949 0.07
H 2.87154 2.56791 0.97779 0.13
H 2.92489 4.60324 -0.42736 0.11
H 1.98074 5.93166 -2.32015 0.10
H 0.27299 4.83946 -3.80099 0.10
H -0.41989 2.51613 -3.29245 0.11
N -4.78137 1.69799 0.79054 0.01
C -3.59730 1.08813 0.40243 -0.93
S -2.42844 2.16207 -0.31875 0.39
N -3.52200 -0.18059 0.64466 -0.05
N -2.32096 -0.77004 0.31235 -0.13
C -2.28670 -2.03405 0.51960 -0.12
C -1.19693 -2.95879 0.25256 -0.15
C -1.32131 -4.21882 0.85604 -0.08
C -0.38395 -5.21833 0.69912 -0.14
C 0.72357 -4.96212 -0.11008 -0.12
C 0.87194 -3.74877 -0.73917 -0.04
C -0.07020 -2.69466 -0.59471 -0.41
O 0.10094 -1.58242 -1.21919 -0.27
H -4.99658 2.53647 0.27944 0.04
H -5.54529 1.05063 0.91698 0.07
H -3.18277 -2.48357 0.95724 0.11
H -2.19398 -4.39750 1.47631 0.10
H -0.50831 -6.17510 1.18965 0.08
H 1.47830 -5.72891 -0.25087 0.09
H 1.72867 -3.54837 -1.37086 0.10